1.
A cluster of 8 separate species, C6H25O8 in total in a non-equilibrium geometry, computed with ωB97M-V/def2-TZVPD.

For the gap between HOMO and LUMO, the calculation gives 9.53 eV. As for the total charge: -1. As for the LUMO energy: 3.237 eV.

XYZ file:
```
39
C6H25O8, DFT ωB97M-V/def2-TZVPD
C 1.614 2.131 -1.442
O 1.257 0.907 -2.062
C 1.537 2.069 0.059
C 2.446 1.039 0.744
C 1.651 -0.236 1.017
C 1.996 -1.195 1.857
C 1.066 -2.158 2.564
H 1.069 3.021 -1.773
H 2.596 2.357 -1.882
H 1.814 3.085 0.381
H 0.534 1.997 0.459
H 3.282 0.828 0.077
H 2.769 1.464 1.695
H 0.653 -0.168 0.590
H 2.911 -1.167 2.442
H 0.030 -2.167 2.213
H 0.914 -1.621 3.511
H 1.380 -3.195 2.648
H 2.037 -2.050 -2.588
H 2.755 -0.812 -2.584
O 2.794 -1.654 -3.044
H -1.374 0.776 -1.724
H 0.345 0.693 -1.728
O -1.076 0.223 -0.988
H -1.569 2.672 1.162
H -0.897 3.472 2.112
O -1.341 3.641 1.267
H -1.338 -2.120 0.065
H 0.016 -2.267 -0.555
O -0.724 -2.802 -0.243
H -2.464 -0.580 -1.229
H -3.164 -1.824 -2.053
O -3.276 -1.134 -1.401
H -2.991 1.273 0.790
H -1.597 0.920 0.251
O -2.099 1.146 1.140
H -3.857 -2.066 0.539
H -3.094 -0.906 1.052
O -3.436 -1.756 1.350
```

Löwdin atomic charge list, values in e, 4 entries: -0.28, -0.11, -0.21, -0.17

***

2.
A cluster of 4 separate species, C28H35BF3NO7S in total, computed with ωB97M-V/def2-TZVPD.

For the gap between HOMO and LUMO, the calculation gives 9.03 eV. As for the LUMO energy: 0.249 eV. Its SMILES is CC(=O)NCCCC[C@@H]1CC[C@@H](OB(O)O)OS1(=O)=O.Fc1ccccc1.Fc1ccccc1.Fc1ccccc1.

XYZ file:
```
76
C28H35BF3NO7S, DFT ωB97M-V/def2-TZVPD
C -0.020 -1.927 2.892
C 1.093 -0.990 3.253
O 1.355 -0.727 4.404
N 1.854 -0.471 2.185
C 1.341 0.715 1.498
C 0.645 1.760 2.375
C 0.167 2.948 1.508
C -1.352 3.019 1.260
C -1.839 2.084 0.130
C -2.775 2.785 -0.908
C -4.246 2.346 -0.973
C -4.644 1.600 0.266
O -5.999 1.330 0.296
B -6.578 1.257 1.572
O -6.642 0.056 2.234
O -7.082 2.419 2.121
O -3.905 0.351 0.232
S -2.443 0.522 0.830
O -1.669 -0.568 0.309
O -2.577 0.666 2.255
H -0.040 -2.723 3.637
H 0.102 -2.349 1.899
H -0.978 -1.404 2.934
H 2.815 -0.359 2.473
H 2.203 1.198 1.033
H 0.675 0.434 0.676
H 1.368 2.137 3.099
H -0.217 1.332 2.885
H 0.651 2.885 0.526
H 0.492 3.896 1.939
H -1.614 4.048 1.004
H -1.864 2.792 2.195
H -0.956 1.768 -0.426
H -2.695 3.860 -0.750
H -2.345 2.595 -1.892
H -4.943 3.166 -1.140
H -4.362 1.649 -1.806
H -4.333 2.148 1.168
H -7.425 -0.479 2.082
H -6.627 2.724 2.913
F 3.979 -2.449 1.619
C 5.296 -2.376 1.897
C 5.686 -1.854 3.114
C 7.043 -1.777 3.396
C 7.978 -2.214 2.469
C 7.557 -2.733 1.253
C 6.204 -2.821 0.958
H 4.939 -1.519 3.823
H 7.367 -1.375 4.347
H 9.034 -2.150 2.694
H 8.284 -3.072 0.527
H 5.851 -3.225 0.019
F 1.860 3.401 -1.717
C 2.248 2.332 -2.450
C 1.572 1.140 -2.298
C 1.960 0.050 -3.061
C 3.023 0.160 -3.947
C 3.696 1.368 -4.071
C 3.308 2.471 -3.322
H 0.750 1.062 -1.601
H 1.424 -0.883 -2.959
H 3.321 -0.692 -4.543
H 4.527 1.458 -4.758
H 3.812 3.424 -3.411
F -1.008 -1.152 -3.311
C -1.985 -2.092 -3.326
C -2.555 -2.475 -2.130
C -3.551 -3.440 -2.163
C -3.955 -4.000 -3.368
C -3.361 -3.591 -4.554
C -2.365 -2.624 -4.541
H -2.223 -2.024 -1.205
H -4.016 -3.754 -1.237
H -4.732 -4.752 -3.383
H -3.671 -4.026 -5.495
H -1.889 -2.287 -5.452
```

Löwdin atomic charge list, values in e, 4 entries: 0.01, -0.52, 0.08, 0.03

***

3.
A structure of composition C11H22CuN3O in a non-equilibrium geometry, computed with ωB97M-V/def2-TZVPD.

As for the spin multiplicity: 2. For the gap between HOMO and LUMO (alpha / beta), the calculation gives 3.95 / 6.44 eV. As for the total charge: -1. As for the LUMO energy (alpha / beta): 3.161 / 3.144 eV.

XYZ file:
```
38
C11H22CuN3O, DFT ωB97M-V/def2-TZVPD
C -1.345 0.922 -5.468
Cu -0.078 0.790 -4.004
N 1.079 -0.934 -4.347
H 0.892 1.963 -3.244
H 1.143 1.242 -2.954
H -1.744 1.945 -5.404
H -2.086 0.140 -5.238
H -0.813 0.748 -6.410
H 0.693 -1.654 -3.737
H 2.060 -0.825 -4.128
H 1.019 -1.252 -5.313
C 2.167 1.677 3.694
C 0.682 1.354 3.733
N 0.233 0.380 2.722
C 0.289 -1.024 3.157
C -0.846 -1.336 4.126
C 0.210 0.811 1.419
O 0.589 1.952 1.140
C -0.328 -0.061 0.321
C -1.253 -1.107 0.453
C -1.742 -1.710 -0.710
C -1.364 -1.203 -1.969
N -0.539 -0.148 -2.087
C -0.014 0.378 -0.966
H 2.769 0.763 3.762
H 2.405 2.325 4.544
H 2.402 2.213 2.769
H 0.408 0.916 4.701
H 0.108 2.280 3.576
H 0.250 -1.682 2.281
H 1.258 -1.180 3.666
H -1.813 -1.039 3.701
H -0.868 -2.413 4.321
H -0.704 -0.810 5.078
H -1.581 -1.414 1.445
H -2.424 -2.559 -0.647
H -1.771 -1.661 -2.876
H 0.655 1.216 -1.106
```

Löwdin atomic charge list, values in e, 4 entries: -0.28, 0.10, 0.02, 0.07

***

4.
A structure of composition C6H10O in a non-equilibrium geometry, computed with ωB97M-V/def2-TZVPD.

For the gap between HOMO and LUMO, the calculation gives 9.71 eV. As for the LUMO energy: 0.939 eV.

XYZ file:
```
17
C6H10O, DFT ωB97M-V/def2-TZVPD
O -2.336 -0.930 0.227
C -2.132 -0.344 -0.822
C -0.791 -0.005 -1.315
C 0.340 -0.837 -0.773
C 1.147 0.120 0.132
C 0.269 1.042 0.918
C 1.529 -0.169 1.488
H -2.974 0.081 -1.405
H -0.727 0.335 -2.354
H -0.595 1.042 -0.449
H 1.028 -1.237 -1.522
H -0.054 -1.664 -0.170
H 1.915 0.681 -0.402
H 0.499 2.082 1.103
H -0.619 0.659 1.418
H 2.549 0.017 1.851
H 0.949 -0.872 2.076
```

Löwdin atomic charge list, values in e, 4 entries: 0.01, -0.31, -0.18, -0.16